Here is a cluster of 2 separate species, C12H25Br2ClN4PS in total at a distorted geometry from the OMol25 dataset. Energies are from ωB97M-V with the def2-TZVPD basis set.

```
46
Properties=species:S:1:pos:R:3
C -1.077 -3.124 0.730
Cl 3.237 -1.063 -2.671
H 3.512 -4.082 -0.002
H 1.326 2.913 -2.073
H 2.904 -3.680 -1.638
C 0.108 -2.999 1.716
H -1.061 0.673 2.206
Br -3.263 4.307 1.606
C 0.640 0.499 -0.419
H -1.646 -4.030 0.895
C 1.623 -1.443 -0.393
H 0.271 2.140 0.804
H 2.107 -5.473 0.702
C -2.901 6.053 0.823
H -2.145 1.012 -0.619
H -0.109 2.409 -0.877
C -2.726 5.968 -0.669
C -1.922 0.691 1.548
S 0.888 1.382 -4.333
N 1.502 0.499 -1.479
N 2.119 -0.721 -1.453
H 2.162 -3.551 1.840
H -2.745 6.960 -1.112
H -2.072 2.446 0.361
C -0.180 1.685 -0.078
C 1.184 -4.923 0.572
H -2.265 -0.306 1.330
N 0.692 -0.662 0.197
H -2.025 6.446 1.327
H 3.959 -2.589 -0.693
C -1.655 1.448 0.247
H -2.718 1.189 2.093
H 0.456 -5.403 1.209
H -0.099 -3.674 2.537
H 3.188 1.799 -2.861
H 0.147 -1.994 2.110
N 1.997 -2.648 -0.012
H -1.701 -2.250 0.778
H -3.474 5.344 -1.146
C 1.399 -3.465 1.067
H -3.766 6.664 1.070
C 3.149 -3.305 -0.653
H -0.719 -3.186 -0.295
H 0.881 -4.932 -0.468
P 1.803 1.749 -2.677
Br -0.986 5.228 -1.148
```

Maximum force ... 2.8 eV/A
Orbital gap ... 8.96 eV
Charge ... +1
DFT total energy ... -191533.50416 eV

Want to see where the charge sits? The Mulliken charges in e are: C -0.817; Cl 0.050; H 0.364; H 0.109; H 0.381; C -0.796; H 0.291; Br -0.107; C 0.500; H 0.388; C 0.546; H 0.209; H 0.525; C -0.558; H 0.474; H -0.305; C -0.626; C -0.950; S -0.279; N 0.098; N -0.017; H 0.255; H 0.371; H -0.632; C -0.133; C -1.428; H -0.017; N -0.156; H 0.377; H 0.641; C 0.319; H 0.464; H 0.416; H 0.512; H 0.133; H 0.345; N 0.106; H 0.008; H 0.380; C 0.064; H 0.347; C -1.554; H 0.282; H 0.351; P 0.185; Br -0.117